1.
Here is a structure of composition C8H21O2PSn from OMol25. Energies are from ωB97M-V with the def2-TZVPD basis set.

Calculated values
LUMO level (spin up / spin down) in eV: 0.655 / 0.570
Gap between HOMO and LUMO (spin up / spin down) in eV: 4.9 / 5.0
Highest occupied orbital energy (spin up / spin down) in hartree: -0.1569 / -0.1638

Geometry (Å):
Sn  0.05503  -0.13233  0.01530
H  -0.94780  -2.20929  -2.40946
H  -0.22416  -2.20700  -2.56749
P  2.49270  -0.10528  -0.29398
C  3.12274  1.31071  -1.15104
H  4.22672  1.24664  -1.11393
H  2.80066  1.30939  -2.19857
H  2.80770  2.25450  -0.69490
C  3.26440  -0.14036  1.32142
H  2.97038  -1.03404  1.88565
H  4.35621  -0.16578  1.14409
H  3.01997  0.74483  1.91743
C  2.99572  -1.55605  -1.16087
H  2.65393  -1.53823  -2.20218
H  4.09961  -1.56744  -1.14987
H  2.62874  -2.47461  -0.68733
C  -0.26030  1.40390  -1.34862
O  -0.48130  2.25822  -2.16391
H  0.21524  -1.34258  1.10732
H  0.23000  1.23406  1.17924
C  -3.90073  -0.72932  1.19443
C  -3.37508  0.57986  1.83203
C  -2.65463  1.19426  0.62680
O  -2.11237  -0.01159  -0.08354
C  -2.62866  -1.23545  0.52722
H  -4.26725  -1.42908  1.90114
H  -4.62516  -0.49173  0.43339
H  -2.66286  0.33668  2.61197
H  -4.13535  1.22756  2.17940
H  -3.31191  1.58906  -0.10493
H  -1.88384  1.89489  0.91668
H  -1.91419  -1.58001  1.29129
H  -2.77366  -1.94486  -0.25060

Atoms 1-3, force components in eV/Å:
Sn 1.0 -0.6 -0.9
H 0.0 -0.1 -0.1
H -0.1 -0.1 -0.1


2.
Here is a structure of composition C8H22AgBr3N2O2 from OMol25. Energies are from ωB97M-V with the def2-TZVPD basis set.

Calculated values
Charge: -1
LUMO level (spin up / spin down) in eV: 2.939 / 0.748
Gap between HOMO and LUMO (spin up / spin down) in eV: 7.5 / 5.1
Highest occupied orbital energy (spin up / spin down) in hartree: -0.1673 / -0.1612
2S+1: 2

Geometry (Å):
Ag  -0.05886  -0.89109  0.44578
Br  -2.76851  -1.32740  0.52214
Br  0.68285  -2.85593  -1.38048
Br  -0.00390  1.43777  2.15924
C  1.98076  -2.64936  3.87239
C  1.48018  -1.68338  2.70313
C  2.63908  -1.49255  1.66127
O  2.14927  -0.74451  0.55751
C  3.26126  -0.32705  -0.17359
N  0.47330  -2.37363  2.07892
H  2.25605  -3.59722  3.40992
H  1.22014  -2.78615  4.64106
H  2.77354  -2.10310  4.38346
H  1.14796  -0.73926  3.13482
H  3.04250  -2.46694  1.38576
H  3.54303  -1.08676  2.11547
H  3.92078  -1.16339  -0.40524
H  3.86839  0.35268  0.42429
H  3.02541  -0.01120  -1.18982
H  0.80325  -3.29151  1.81676
H  -0.31415  -2.56955  2.68028
C  0.03466  2.75073  -1.95918
C  -1.16140  1.91430  -1.45067
C  -2.44824  2.17376  -2.18450
O  -3.48795  1.28444  -1.79469
C  -4.78191  1.70658  -2.36593
N  -0.74276  0.51707  -1.55910
H  -0.23685  3.80594  -1.98929
H  0.31622  2.41317  -2.95662
H  0.91529  2.69418  -1.31935
H  -1.36067  2.01272  -0.38358
H  -2.30326  1.99986  -3.25073
H  -2.57043  3.24547  -2.02760
H  -5.58643  1.27378  -1.77135
H  -4.85688  1.49518  -3.43261
H  -5.02523  2.75925  -2.22175
H  -1.59550  0.01993  -1.77305
H  -0.23095  0.30326  -2.40316

Atoms 1-3, force components in eV/Å:
Ag -1.9 0.5 -0.9
Br 0.9 0.0 0.1
Br 0.0 -0.2 -0.2


3.
Here is a structure of composition C8H22AuClEuSi from OMol25. Energies are from ωB97M-V with the def2-TZVPD basis set.

Calculated values
Charge: -1
LUMO level (spin up / spin down) in eV: 1.981 / 1.552
Gap between HOMO and LUMO (spin up / spin down) in eV: 5.6 / 6.0
Highest occupied orbital energy (spin up / spin down) in hartree: -0.1312 / -0.1639
2S+1: 9

Geometry (Å):
Eu  0.98469  0.80609  -2.73202
Cl  -1.45148  1.41430  -3.01515
C  1.38126  -0.05041  -5.16128
C  1.32573  3.07372  -4.09097
H  2.09100  0.61477  -5.67342
H  1.77713  -1.06031  -4.98516
H  0.43107  -0.06519  -5.71409
H  2.08062  3.01209  -4.88110
H  1.57693  3.76888  -3.28325
H  0.33246  3.26991  -4.51478
Au  0.17940  -0.58459  -0.10782
C  -0.81119  -1.76310  -1.53914
C  1.89062  0.13639  0.60249
H  -0.22968  -1.86913  -2.47192
H  -0.97416  -2.74540  -1.07478
H  -1.76737  -1.24445  -1.69272
H  1.89383  1.06197  1.22180
H  2.76827  -0.53117  0.73520
C  -2.58726  -0.97934  4.28027
Si  -1.07401  -0.82114  3.09777
C  0.20655  0.36499  3.86064
C  -0.22988  -2.51547  2.95710
C  -1.38221  -0.23135  1.34879
H  -2.29391  -1.38114  5.27149
H  -3.34404  -1.66695  3.86075
H  -3.07624  -0.00289  4.45153
H  0.56492  0.00349  4.83880
H  1.06769  0.44380  3.17778
H  -0.22494  1.36924  4.00075
H  -0.90684  -3.22575  2.45931
H  0.68794  -2.41840  2.35629
H  0.03400  -2.91959  3.94863
H  -1.45964  0.86393  1.25977
H  -2.27581  -0.65602  0.87431

Atoms 1-3, force components in eV/Å:
Eu 0.0 0.5 -1.1
Cl -0.7 0.2 0.1
C -0.1 0.4 0.8


4.
Here is a structure of composition C8H22Br2N2O2V from OMol25. Energies are from ωB97M-V with the def2-TZVPD basis set.

Calculated values
Charge: +1
LUMO level (spin up / spin down) in eV: -2.527 / -8.145
Gap between HOMO and LUMO (spin up / spin down) in eV: 8.6 / 3.3
Highest occupied orbital energy (spin up / spin down) in hartree: -0.4079 / -0.4222
2S+1: 5

Geometry (Å):
V  -0.07305  0.10341  -0.02653
Br  -1.04842  -1.98874  -1.27679
Br  0.89716  2.18810  1.42492
C  1.62284  1.25525  -4.08379
C  1.10640  0.47070  -2.78630
C  2.31359  0.27841  -1.76122
O  1.90564  -0.46714  -0.60426
C  3.03188  -1.28109  -0.14673
N  0.17316  1.37767  -2.10983
H  0.84231  1.18288  -4.84117
H  2.51165  0.71618  -4.41168
H  2.02105  2.19912  -3.71143
H  0.53555  -0.44319  -2.95071
H  2.78296  1.19956  -1.41585
H  3.13444  -0.19914  -2.29624
H  3.83042  -0.61583  0.18171
H  3.36730  -2.07603  -0.81279
H  2.67927  -1.72167  0.78582
H  0.47339  2.33683  -2.20971
H  -0.63388  1.28995  -2.71075
C  -1.54057  -1.85331  3.64947
C  -1.44744  -1.14531  2.34276
C  -2.26539  0.14155  2.12772
O  -2.14275  0.56203  0.71091
C  -3.06581  1.57888  0.45677
N  0.00696  -1.07416  1.90968
H  -1.15681  -1.20490  4.43714
H  -1.05679  -2.82929  3.68839
H  -2.56213  -2.16467  3.86753
H  -1.87687  -1.80985  1.59303
H  -1.79056  0.93419  2.70595
H  -3.30433  0.03853  2.44093
H  -4.11573  1.28760  0.42648
H  -2.87812  2.07819  -0.49378
H  -3.03972  2.32216  1.25362
H  0.27635  -2.04558  1.97189
H  0.48606  -0.62130  2.67485

Atoms 1-3, force components in eV/Å:
V -0.6 -1.0 -0.7
Br 0.3 0.6 0.3
Br 0.1 0.2 0.0


5.
Here is a cluster of 3 separate species, C8H22BrN2O2 in total from OMol25. Energies are from ωB97M-V with the def2-TZVPD basis set.

Calculated values
Charge: -1
LUMO level in eV: 2.961
Gap between HOMO and LUMO in eV: 7.2
Highest occupied orbital energy in hartree: -0.1545

Geometry (Å):
Br  0.83278  0.91685  -2.76809
C  -4.85474  -0.87063  -2.67741
C  -3.67924  -0.02278  -2.25329
C  -3.63570  0.24455  -0.75065
O  -4.90011  0.70701  -0.29962
C  -4.92548  0.86252  1.09926
N  -2.41786  -0.63636  -2.72314
H  -5.80568  -0.36991  -2.47274
H  -4.92370  -1.85173  -2.19887
H  -4.80662  -1.02753  -3.75702
H  -3.72315  0.93899  -2.76966
H  -2.91606  1.05890  -0.58119
H  -3.28655  -0.65221  -0.22173
H  -4.66539  -0.06850  1.61197
H  -5.93385  1.17088  1.36863
H  -4.22124  1.65030  1.39910
H  -2.27420  -1.48459  -2.17332
H  -1.65811  -0.03056  -2.39136
C  3.12459  -1.06733  0.00962
C  3.31829  0.29765  0.61784
C  4.45141  0.36435  1.62217
O  4.41841  -0.77399  2.48435
C  5.18717  -0.57440  3.63216
N  3.55824  1.29116  -0.44085
H  2.88090  -1.83641  0.73459
H  4.01788  -1.37566  -0.54462
H  2.34136  -0.97374  -0.75094
H  2.40639  0.57256  1.17266
H  4.38560  1.28967  2.21476
H  5.43326  0.36476  1.12611
H  4.68121  0.11186  4.33740
H  6.14652  -0.09636  3.39085
H  5.30341  -1.53558  4.12761
H  3.36024  2.21920  -0.07117
H  2.78005  1.18707  -1.10341

Atoms 1-3, force components in eV/Å:
Br 0.0 0.0 0.2
C -0.7 0.1 -0.4
C 0.6 -0.3 -0.1


6.
Here is a structure of composition C8H22N7 from OMol25. Energies are from ωB97M-V with the def2-TZVPD basis set.

Calculated values
Charge: +1
LUMO level in eV: -3.041
Gap between HOMO and LUMO in eV: 9.6
Highest occupied orbital energy in hartree: -0.4646

Geometry (Å):
C  0.76345  3.43949  0.91141
C  -3.23713  -2.08324  -1.48487
C  -3.58417  -2.48959  1.09502
C  4.20441  0.89266  0.19061
C  3.26813  -2.41006  0.14164
C  -0.15465  3.18341  -0.22463
C  -1.15542  2.15376  0.07013
C  -2.65106  -2.03937  -0.07952
N  2.01260  0.43523  -0.81356
N  2.94503  0.07210  0.13923
N  -0.52632  0.86066  -0.08857
N  -1.09217  -0.30507  -0.18721
N  1.82189  -0.81013  -1.18073
N  -2.26231  -0.61885  0.15289
N  2.84858  -1.23562  -0.39043
H  1.43931  2.65263  1.15645
H  1.44217  4.28318  0.54013
H  0.31208  3.88023  1.79384
H  -2.58210  -1.91212  -2.21903
H  -3.61102  -3.15336  -1.74587
H  -4.03195  -1.31274  -1.60895
H  -4.44644  -1.88134  1.32335
H  -2.87773  -2.62751  1.95604
H  -3.99713  -3.44957  0.75728
H  4.93286  0.16758  0.51174
H  4.15421  1.36937  -0.81568
H  3.91762  1.76280  0.81492
H  2.76049  -2.99861  0.85289
H  3.22679  -3.15445  -0.66426
H  4.27951  -2.35921  0.56868
H  0.41727  2.86060  -1.06673
H  -0.49824  4.10624  -0.67864
H  -1.64072  2.10021  1.04507
H  -2.03911  2.19094  -0.54512
H  -1.79309  -2.61927  -0.04542
H  0.48198  0.97985  -0.56602
H  -3.04759  0.06917  0.38395

Atoms 1-3, force components in eV/Å:
C 1.9 3.1 -0.5
C -3.8 -2.2 2.0
C 1.7 -0.8 -0.8


Calculated strongest force on any atom, 5.77, 4.34, 2.52, 3.20, 1.07, 4.80 eV Å⁻¹ (same order as the records).
Calculated energy relative to the best compared isomer or geometry (same formula, charge and spin), 0.000, 0.667, 1.093, 0.029, 0.000, 0.000 eV (same order as the records).